{"formula": "C24H64BrClIInO10P", "method": "ωB97M-V with the def2-TZVPD basis set", "elements": ["C", "C", "C", "Br", "In", "C", "C", "C", "Cl", "C", "C", "C", "I", "C", "P", "O", "O", "O", "H", "H", "H", "H", "H", "H", "H", "H", "H", "H", "H", "H", "H", "H", "H", "H", "H", "H", "H", "H", "H", "H", "C", "C", "O", "H", "H", "H", "H", "H", "H", "C", "C", "O", "H", "H", "H", "H", "H", "H", "C", "C", "O", "H", "H", "H", "H", "H", "H", "C", "C", "O", "H", "H", "H", "H", "H", "H", "C", "C", "O", "H", "H", "H", "H", "H", "H", "C", "C", "O", "H", "H", "H", "H", "H", "H", "C", "C", "O", "H", "H", "H", "H", "H", "H"], "coordinates": [[4.1094, -0.9200, 0.8383], [3.1540, -1.8569, 1.5954], [1.8694, -1.0768, 1.8430], [0.6078, -2.1785, 2.9203], [0.9073, -0.2288, -0.0016], [-1.2381, -0.7050, -0.2306], [-1.8511, 0.5461, -0.8935], [-2.8853, 0.2984, -1.9754], [-2.1114, -0.0943, -3.5484], [1.8215, -0.9302, -1.9236], [2.2194, -2.4034, -1.8767], [2.4208, -2.9947, -3.2930], [1.4424, -4.8792, -3.5928], [1.0091, 2.0153, 0.2272], [2.0469, 2.8045, -0.9283], [2.0985, 4.2783, -0.9414], [1.5947, 2.2696, -2.3769], [3.5345, 2.2250, -0.6769], [3.9744, 0.1026, 1.1988], [5.1539, -1.1830, 0.9966], [3.8692, -0.9452, -0.2216], [2.9703, -2.7618, 1.0157], [3.6069, -2.1565, 2.5473], [2.1241, -0.2612, 2.5207], [-1.6702, -0.8799, 0.7474], [-1.3430, -1.5892, -0.8585], [-1.0832, 1.1567, -1.3637], [-2.3243, 1.1514, -0.1162], [-3.4677, 1.2010, -2.1500], [-3.5624, -0.5126, -1.7175], [1.0427, -0.8137, -2.6847], [2.6978, -0.3369, -2.2161], [1.4617, -2.9988, -1.3679], [3.1761, -2.5256, -1.3688], [3.4738, -3.1456, -3.5193], [2.0178, -2.3392, -4.0599], [1.3641, 2.2890, 1.2211], [0.0096, 2.4373, 0.1114], [1.3950, 1.3235, -2.3723], [3.6351, 1.3117, -0.9629], [-2.7994, 1.9023, 4.3509], [-2.8600, 0.9820, 3.1436], [-1.5752, 0.5026, 2.7780], [-2.1457, 2.7498, 4.1435], [-3.7918, 2.2801, 4.6079], [-2.3958, 1.3728, 5.2187], [-3.2511, 1.5186, 2.2807], [-3.5253, 0.1355, 3.3419], [-1.2071, -0.0015, 3.5113], [-1.4798, -5.9322, 1.6628], [-2.2542, -4.6265, 1.7063], [-2.4140, -4.0626, 0.4124], [-0.4982, -5.7685, 1.2174], [-1.3434, -6.3442, 2.6643], [-2.0031, -6.6763, 1.0552], [-1.7076, -3.8990, 2.3063], [-3.2387, -4.7791, 2.1677], [-2.8950, -4.6950, -0.1288], [-0.4383, 3.9292, -4.6495], [-1.6063, 4.0512, -3.6886], [-1.4308, 3.2379, -2.5378], [-0.3116, 2.8890, -4.9507], [-0.5990, 4.5397, -5.5414], [0.4887, 4.2489, -4.1704], [-2.5288, 3.7099, -4.1598], [-1.7438, 5.0990, -3.3904], [-0.6152, 3.5188, -2.1039], [7.8042, 2.8415, -1.4237], [6.6567, 1.9307, -1.8211], [6.1965, 1.1394, -0.7330], [8.6362, 2.2557, -1.0298], [8.1570, 3.4229, -2.2772], [7.4875, 3.5379, -0.6443], [6.9773, 1.2265, -2.5889], [5.8266, 2.5205, -2.2233], [5.8752, 1.7346, -0.0479], [-7.3435, 1.6489, 4.6406], [-7.4214, 0.7127, 3.4479], [-6.1467, 0.2003, 3.0855], [-6.6666, 2.4765, 4.4266], [-8.3263, 2.0540, 4.8882], [-6.9589, 1.1243, 5.5187], [-7.7899, 1.2433, 2.5709], [-8.1117, -0.1130, 3.6569], [-5.7957, -0.2880, 3.8357], [-2.1636, 6.9383, -0.5260], [-2.7083, 5.6353, 0.0293], [-2.5396, 5.5501, 1.4438], [-1.1050, 7.0359, -0.2846], [-2.2806, 6.9816, -1.6101], [-2.6865, 7.7950, -0.0906], [-2.1713, 4.7898, -0.3970], [-3.7694, 5.5227, -0.2210], [-3.0147, 6.2849, 1.8408], [3.4175, -7.3509, -0.3403], [2.5146, -8.4947, -0.7596], [1.1476, -8.2312, -0.4626], [3.3139, -7.1527, 0.7269], [4.4641, -7.5708, -0.5581], [3.1317, -6.4483, -0.8803], [2.7680, -9.4081, -0.2215], [2.6295, -8.6924, -1.8316], [0.8951, -7.4285, -0.9312]], "atomic_forces_ev_per_a": [[-0.18, -0.23, 0.36], [0.04, 0.36, 0.23], [0.18, -0.05, -0.31], [0.12, 0.01, 0.00], [-0.70, -0.30, 0.50], [0.52, 0.47, -0.25], [0.10, -0.60, 0.04], [-0.23, 0.35, 0.39], [0.01, -0.22, -0.10], [0.31, 0.10, 0.27], [-0.10, -0.17, -0.61], [0.20, 0.44, 0.13], [0.08, -0.12, -0.02], [0.12, -0.18, -0.04], [-0.14, 0.62, 0.41], [0.02, -0.01, -0.20], [0.16, -0.03, -0.19], [0.05, 0.14, -0.17], [0.06, 0.07, -0.04], [0.06, -0.08, -0.19], [0.22, 0.15, -0.10], [-0.04, -0.07, 0.01], [0.02, -0.11, -0.03], [-0.17, 0.02, 0.07], [-0.17, -0.20, -0.02], [-0.09, -0.09, -0.01], [-0.12, 0.28, 0.00], [0.02, 0.17, -0.03], [0.02, 0.01, -0.15], [0.06, -0.14, -0.10], [-0.03, 0.15, -0.04], [-0.02, -0.04, -0.27], [0.02, 0.04, 0.20], [-0.15, -0.10, 0.31], [-0.03, -0.20, -0.04], [-0.19, -0.09, 0.02], [0.03, -0.09, 0.08], [-0.09, -0.09, 0.02], [-0.09, -0.07, -0.07], [0.12, -0.26, 0.06], [0.02, 0.03, -0.01], [0.22, -0.11, 0.21], [-0.10, 0.31, 0.00], [-0.02, 0.02, -0.02], [0.00, -0.01, 0.00], [-0.04, -0.01, 0.01], [0.01, -0.05, -0.05], [-0.08, 0.03, -0.06], [0.07, -0.13, -0.09], [-0.01, 0.02, -0.08], [-0.02, -0.19, 0.00], [0.05, 0.08, 0.07], [0.02, 0.01, 0.04], [0.00, 0.00, 0.00], [-0.01, -0.02, 0.04], [-0.07, 0.10, -0.14], [0.04, 0.00, 0.07], [0.01, -0.01, -0.04], [0.03, -0.03, -0.02], [0.17, -0.02, 0.07], [-0.16, 0.26, 0.04], [-0.02, -0.01, -0.01], [-0.02, 0.01, 0.01], [-0.01, 0.02, 0.01], [-0.03, -0.01, 0.02], [-0.05, 0.01, -0.06], [0.10, -0.11, -0.06], [0.03, -0.07, 0.07], [-0.12, 0.12, 0.08], [0.24, -0.15, -0.05], [0.01, -0.01, -0.03], [-0.02, 0.01, -0.01], [-0.02, 0.04, -0.04], [-0.01, -0.03, 0.00], [0.02, 0.00, -0.04], [-0.18, 0.04, -0.04], [0.07, 0.02, -0.03], [0.08, -0.08, 0.13], [-0.14, 0.09, -0.05], [-0.02, 0.01, -0.02], [0.00, -0.01, 0.00], [-0.04, -0.01, 0.02], [0.00, -0.02, -0.03], [-0.06, 0.04, -0.03], [0.06, -0.03, 0.00], [0.04, 0.01, 0.08], [0.00, 0.10, 0.08], [0.02, -0.08, -0.06], [0.02, -0.04, -0.04], [-0.01, 0.00, 0.00], [-0.04, 0.00, -0.04], [-0.03, -0.06, 0.04], [0.02, -0.04, -0.08], [-0.01, 0.04, 0.03], [-0.09, -0.02, 0.05], [-0.05, 0.10, -0.06], [0.04, -0.08, 0.01], [0.01, -0.02, 0.01], [-0.01, 0.00, -0.03], [0.08, 0.10, -0.04], [-0.03, -0.02, 0.01], [0.06, -0.04, 0.01], [-0.02, 0.06, 0.02]], "lowdin_charge": [-0.1275, -0.3970, -0.7339, 0.5958, 0.7600, -0.2536, -0.3873, -0.5767, 0.5251, -0.2798, -0.4018, -0.6426, 0.7026, -0.2902, 0.3100, -0.3123, -0.1558, -0.1628, 0.0700, 0.0757, 0.0326, 0.0838, 0.0886, 0.0192, 0.0063, 0.0279, 0.0291, 0.1007, 0.0553, 0.0690, 0.0373, 0.0346, 0.0647, 0.0811, 0.0326, 0.0299, 0.0292, 0.0168, 0.0185, 0.0322, -0.0826, -0.3137, -0.1115, 0.0756, 0.0586, 0.0705, 0.1118, 0.0943, 0.0340, -0.0911, -0.3324, -0.0786, 0.0708, 0.0716, 0.0694, 0.0576, 0.1047, 0.0763, -0.0863, -0.3108, -0.1068, 0.0732, 0.0681, 0.0716, 0.1098, 0.0967, 0.0588, -0.0937, -0.3219, -0.0953, 0.0702, 0.0697, 0.0736, 0.1100, 0.1065, 0.0730, -0.0957, -0.3252, -0.0830, 0.0704, 0.0692, 0.0714, 0.1106, 0.1060, 0.0744, -0.0909, -0.3156, -0.0835, 0.0797, 0.0624, 0.0666, 0.0982, 0.1082, 0.0697, -0.0925, -0.3312, -0.0935, 0.0765, 0.0719, 0.0447, 0.1062, 0.1052, 0.0609], "e_homo_ev": -4.900, "max_force_ev_per_a": 0.9, "energy_ev": -151531.48604, "charge": -1}